1.
2 unconnected molecules or ions with the total composition C2H10NOS in a non-equilibrium geometry. Source: the Open Molecules 2025 dataset; level of theory: wB97M-V/def2-TZVPD.

```
15
Properties=species:S:1:pos:R:3:forces:R:3
C -0.6115 -0.1700 0.5015 1.5 -1.3 -1.4
C -1.8614 0.0240 -0.3602 -1.7 -0.6 3.6
S -2.3835 1.7535 -0.2614 -0.5 0.3 -0.6
N 0.6614 -0.0148 -0.3442 -1.8 0.8 -0.3
H -0.4679 -1.2285 0.7628 -0.7 0.2 0.3
H -0.3678 0.4285 1.3490 -0.9 0.6 0.7
H -2.7021 -0.5262 0.2251 1.3 0.6 -1.0
H -1.7659 -0.4910 -1.2910 0.1 0.2 -0.8
H -3.7371 1.5493 -0.2981 0.7 0.0 0.0
H 0.9835 0.9895 -0.4401 -0.2 -0.3 -0.2
H 0.3644 -0.3979 -1.2803 1.2 -0.1 0.1
H 1.3824 -0.5219 0.1614 0.9 -0.4 -0.4
H 3.5182 -0.1339 -0.3162 -0.3 -0.2 1.1
H 3.7857 -0.9631 0.9767 0.4 -0.3 0.1
O 3.2017 -0.2975 0.6151 0.1 0.5 -1.2
```
Forces are in eV/Å.

The energy above the lowest of the compared OMol25 structures with the same formula, charge and spin comes out at 0.570 eV. The calculation puts the HOMO-LUMO gap (alpha / beta) at 4.072 / 9.864 eV. Its multiplicity is 2. Its expectation value of S² is 0.751. Its LUMO energy (alpha / beta) is 0.71 / 0.48 eV.

---

2.
12 unconnected molecules or ions with the total composition H24O12 in a non-equilibrium geometry. Source: the Open Molecules 2025 dataset; level of theory: wB97M-V/def2-TZVPD.

```
36
Properties=species:S:1:pos:R:3:forces:R:3
O 2.3115 -1.4065 1.5991 0.1 -0.3 0.3
H 2.5055 -1.6045 0.6841 0.3 -0.8 -0.8
H 2.1495 -0.4775 1.4991 -0.3 1.1 0.4
O -0.7755 -3.5125 -0.9609 -0.1 -0.9 -1.1
H -1.1635 -4.3555 -1.2659 0.3 0.7 0.0
H -0.9265 -3.5485 -0.0279 -0.1 0.4 1.2
O 0.8385 3.0255 -0.2399 -0.5 2.6 -1.9
H 0.4715 2.4855 0.4121 -0.4 -1.9 1.8
H 0.2165 3.7885 -0.1849 0.9 -0.5 -0.4
O 3.3915 0.9015 -1.3789 0.8 1.8 -2.1
H 3.1385 0.3405 -0.7029 -0.9 -1.7 2.2
H 3.8585 0.3415 -2.0009 0.2 0.1 -0.1
O 0.2055 -0.0515 -0.4279 0.7 1.7 -0.3
H -0.5335 0.3145 0.0611 -0.3 -0.4 0.1
H 0.2925 -0.9635 -0.2429 -0.3 -1.7 0.5
O 0.3035 2.0935 2.1981 0.2 -3.0 -0.5
H 0.1195 2.9285 2.5441 -0.4 1.9 1.4
H 0.0805 1.3775 2.8291 0.3 1.1 -0.4
O -4.4235 -0.0375 0.2941 -0.8 1.4 -0.4
H -4.9025 0.8105 0.1201 0.4 -1.2 0.2
H -3.5125 0.2625 0.3831 0.2 -0.3 0.1
O -2.0875 1.7685 -0.8389 -1.1 -0.1 0.9
H -2.5465 1.3985 -1.5849 -0.7 -0.5 -0.4
H -1.3095 2.0865 -1.2459 1.8 0.8 -0.4
O -0.4095 -2.1475 1.7461 -1.7 -0.1 -0.1
H 0.5165 -2.2215 1.9271 1.1 0.5 0.3
H -0.7435 -1.2725 2.0101 0.7 -0.8 -0.5
O 0.5395 0.4675 -3.0159 0.3 -0.7 0.8
H 0.0605 1.2795 -3.0499 -0.3 1.0 -0.6
H 0.5435 0.3505 -2.0309 0.2 -0.3 -0.7
O 2.6225 -1.9195 -1.2919 0.4 0.6 0.2
H 2.2425 -2.7405 -1.5809 -0.4 -0.6 -0.3
H 2.5725 -1.3085 -2.0399 -0.3 -0.1 0.1
O -1.8805 0.2615 1.6221 0.0 0.2 0.2
H -1.8105 0.0655 2.5561 -0.5 -0.3 0.5
H -1.9565 1.2195 1.6261 0.1 0.3 -0.4
```
Forces are in eV/Å.

The energy above the lowest of the compared OMol25 structures with the same formula, charge and spin comes out at 2.249 eV. The calculation puts the HOMO-LUMO gap at 9.869 eV. The SMILES is O.O.O.O.O.O.O.O.O.O.O.O. Its LUMO energy is -0.40 eV.

---

3.
A molecular structure, C3H6NO2 in a non-equilibrium geometry. Source: the Open Molecules 2025 dataset; level of theory: wB97M-V/def2-TZVPD.

```
12
Properties=species:S:1:pos:R:3:forces:R:3
C 2.5548 -0.1681 0.0529 -0.2 0.4 0.1
C 1.2276 -0.5688 0.0129 1.0 1.0 -0.5
C -2.2243 0.0428 -0.0812 -1.0 1.0 0.6
N 0.2778 0.3943 0.0972 1.5 -1.4 -0.1
O 0.0312 1.5129 0.1647 -0.6 1.8 0.3
O -1.1398 -0.6706 0.1331 -0.4 -1.6 -0.2
H 3.4073 -0.8658 -0.0183 -0.9 0.3 -0.1
H 2.7873 0.9204 0.1704 -0.2 -1.2 0.0
H 0.7158 -1.4579 -0.3002 0.8 -0.8 0.4
H -3.0039 -0.0410 0.7026 -0.3 -1.3 -0.2
H -2.6573 -0.1450 -1.0912 0.0 -0.1 0.4
H -1.9764 1.0467 0.1570 0.3 1.9 -0.9
```
Forces are in eV/Å.

The energy above the lowest of the compared OMol25 structures with the same formula, charge and spin comes out at 3.039 eV. The calculation puts the HOMO-LUMO gap (alpha / beta) at 8.083 / 7.009 eV. Its multiplicity is 3. Its expectation value of S² is 2.047. Its LUMO energy (alpha / beta) is -5.61 / -8.99 eV. The net charge is +1.